This record from the OMol25 dataset describes a 8-piece molecular cluster, C27H66FO10S2 overall in a non-equilibrium geometry. The level of theory is the ωB97M-V functional and the def2-TZVPD basis.

Results
lowest unoccupied orbital energy	0.0824	Ha
DFT total energy	-2716.7885	hartree
molecular weight	633.9	g/mol
net charge	-1
HOMO-LUMO gap	6.28	eV
maximum force	8.297	eV Å⁻¹
HOMO	-4.039	eV

XYZ file:
```
106
Properties=species:S:1:pos:R:3:forces:R:3
S 1.526 0.296 0.251 -1.76 3.72 4.15
S 4.135 3.540 -1.638 0.72 -0.71 0.21
F 2.657 -0.910 -0.204 -2.00 1.34 0.50
O -2.324 2.003 -0.175 -0.29 0.12 0.09
O 0.044 -0.149 0.223 4.88 0.26 -0.47
O 1.808 -3.252 2.477 0.11 -0.04 0.04
O -7.674 5.060 2.463 -0.26 -0.08 0.22
O -0.512 3.942 -2.070 5.83 1.34 5.75
O -0.773 -6.784 3.817 0.06 -0.08 -0.20
O 1.929 0.755 1.705 -0.93 -2.72 -4.41
O 3.629 2.575 -5.254 0.59 0.11 -0.35
O 7.032 1.419 -3.348 0.21 -0.19 -0.17
O -5.726 -4.954 1.745 -0.27 -0.07 0.24
C -1.548 -6.435 4.962 0.24 -0.56 0.33
C -3.698 1.750 1.781 -0.08 0.20 0.29
C -4.428 0.876 -0.458 -0.25 0.00 -0.30
C -5.372 5.322 1.825 0.23 -0.29 -0.03
C 6.426 3.965 0.121 0.65 -0.24 -0.24
C 1.939 1.006 -5.932 0.09 -0.36 -0.07
C 6.025 3.406 -1.394 0.63 -1.13 1.60
C 9.007 2.164 -4.498 0.26 0.23 0.12
C 1.047 3.026 -0.122 -0.95 -0.93 0.45
C -2.540 -7.549 5.256 -0.37 -0.02 -0.12
C -0.120 -4.355 1.557 -0.10 -0.26 -0.19
C -6.813 5.263 1.346 0.30 0.59 0.28
C -5.223 -5.541 -0.532 -0.01 -0.36 -0.13
C -0.243 -3.086 3.721 -0.06 0.05 0.31
C -3.946 -3.745 0.673 0.31 0.06 0.16
C -3.675 1.973 0.277 0.55 -0.63 0.11
C 3.482 1.990 -0.813 0.19 -2.45 0.77
C 8.094 -0.153 -4.824 0.04 -0.38 0.04
C 8.298 0.990 -3.842 -0.43 0.18 -0.56
C 0.439 4.163 -1.135 -3.78 -1.35 -3.59
C 0.620 -3.960 2.825 -0.15 0.49 -0.34
C 1.426 2.883 -4.344 0.00 -0.05 0.29
C -0.621 -6.192 6.142 0.14 0.35 0.10
C 1.855 1.799 -0.881 0.79 0.60 0.33
C -4.662 -5.079 0.804 -0.21 0.54 -0.41
C -7.212 6.544 0.630 -0.22 0.02 -0.32
C 2.469 1.879 -4.806 -0.59 0.35 -0.21
H -5.955 -4.823 -0.918 0.16 0.07 0.03
H -0.394 -3.471 0.971 0.00 0.04 0.16
H -4.392 1.043 -1.540 -0.01 0.05 0.17
H -0.035 -7.089 6.372 -0.16 -0.04 -0.01
H -4.682 5.463 0.987 -0.02 -0.01 0.13
H -6.347 -4.287 1.408 0.34 -0.27 0.11
H -1.186 -5.906 7.035 0.09 -0.04 -0.06
H -3.142 2.541 2.296 -0.10 -0.06 -0.11
H -3.558 -3.419 1.644 0.02 -0.11 -0.15
H 9.991 1.870 -4.875 -0.07 0.06 -0.01
H 2.704 0.296 -6.263 -0.08 0.02 0.09
H -7.566 5.813 3.067 0.01 -0.33 -0.31
H 0.527 2.378 -3.978 0.16 0.17 0.07
H 0.105 2.506 0.396 1.79 1.38 -1.25
H 5.460 4.117 0.777 2.06 -0.45 -1.32
H 9.135 2.984 -3.783 0.02 -0.16 -0.05
H -5.475 0.837 -0.144 0.03 -0.05 -0.02
H 7.025 4.976 0.086 -1.27 -1.86 -0.01
H 2.771 1.248 -3.963 0.10 0.23 -0.08
H 1.826 3.513 -3.542 -0.10 -0.29 -0.12
H -3.192 -7.721 4.393 0.06 0.11 0.13
H -3.163 -7.304 6.122 0.05 -0.07 -0.08
H -5.102 4.399 2.350 -0.04 0.10 -0.16
H 8.883 0.639 -2.985 -0.23 0.09 0.02
H -1.031 -4.915 1.790 0.08 0.02 -0.03
H 1.548 -2.451 1.992 0.14 -0.21 0.18
H -3.969 -5.833 1.192 -0.22 0.08 0.13
H 1.654 3.519 0.758 -0.98 -0.67 -1.81
H -2.089 -5.514 4.722 0.16 -0.16 -0.16
H -6.943 4.409 0.673 -0.13 0.03 0.24
H 1.141 3.556 -5.161 0.00 -0.11 -0.16
H -3.112 -3.812 -0.032 -0.08 0.08 0.09
H 0.308 -2.799 4.623 -0.05 -0.09 -0.09
H -0.289 -7.602 4.021 -0.22 0.37 -0.05
H 1.055 0.445 -5.614 0.08 0.08 -0.05
H 3.837 1.890 0.308 -0.36 0.59 -2.04
H 7.572 -0.986 -4.341 0.13 0.13 -0.01
H 0.923 -4.860 3.370 0.10 0.18 -0.14
H -5.747 -6.496 -0.420 0.13 0.09 0.01
H -1.920 1.144 0.029 0.11 0.21 -0.13
H 6.506 1.732 -4.103 0.01 -0.09 0.31
H -5.228 6.143 2.537 -0.07 0.06 -0.14
H 3.956 1.065 -1.399 -0.94 2.01 1.25
H 9.052 -0.517 -5.210 -0.08 0.01 -0.02
H -4.121 2.946 0.043 0.20 -0.03 -0.06
H -3.216 0.802 2.044 -0.10 0.02 -0.12
H -6.578 6.721 -0.245 -0.07 0.03 0.10
H 8.418 2.561 -5.332 0.03 -0.16 0.01
H 7.165 3.158 0.598 -1.73 1.82 -0.77
H -3.971 -0.103 -0.275 -0.01 0.10 0.13
H -2.022 -8.494 5.454 0.06 0.12 0.10
H 3.371 3.138 -6.003 0.01 -0.25 0.40
H 0.832 5.276 -1.015 -0.69 -2.13 -0.18
H 7.473 0.162 -5.669 0.12 0.09 0.05
H -0.521 -2.156 3.211 0.00 -0.13 -0.07
H 6.633 3.917 -2.254 -1.52 -0.79 1.64
H -7.134 7.408 1.299 0.15 -0.09 -0.01
H -4.633 -2.963 0.329 0.00 -0.13 -0.10
H 6.342 2.259 -1.398 -0.98 2.61 -0.23
H 1.672 1.613 -6.805 -0.09 0.07 0.10
H -1.157 -3.608 4.019 0.03 0.08 -0.03
H -4.427 -5.662 -1.273 -0.11 0.03 0.05
H 0.517 -4.974 0.916 -0.07 0.02 0.15
H -8.256 6.492 0.302 0.15 -0.06 0.00
H -4.724 1.738 2.162 0.05 -0.03 0.03
H 0.096 -5.397 5.912 -0.17 -0.05 0.02
```
Forces are in eV/Å.

Results of the Löwdin charge analysis, in e, for atoms 1 through 5: number 1, S, carries 0.8148; number 2, S, carries 0.7379; number 3, F, carries -0.2837; number 4, O, carries -0.0600; number 5, O, carries -0.4155